Here is C26H30BClN8O4S2Sn as an isolated structure from the OMol25 dataset. Energies are from ωB97M-V/def2-TZVPD.

Atoms and positions in Å:
Sn 0.280 -0.931 -0.726
C 0.494 -4.047 -1.798
N -0.293 -2.890 -2.253
C -0.018 -2.619 -3.680
C 1.313 -1.961 -3.901
C 2.152 -2.298 -4.949
C 3.329 -1.581 -5.113
C 3.631 -0.566 -4.220
C 2.742 -0.311 -3.189
N 1.606 -0.989 -3.038
C -1.734 -3.132 -2.084
C -2.501 -1.836 -2.114
C -3.808 -1.772 -2.563
C -4.470 -0.554 -2.536
C -3.800 0.569 -2.072
C -2.499 0.428 -1.638
N -1.866 -0.752 -1.656
C 0.321 -4.256 -0.319
C 0.173 -5.516 0.227
C 0.021 -5.639 1.601
C 0.014 -4.493 2.377
C 0.152 -3.265 1.754
N 0.308 -3.146 0.432
H 0.209 -4.953 -2.344
H 1.544 -3.843 -2.024
H -0.089 -3.546 -4.259
H -0.797 -1.946 -4.047
H 1.889 -3.100 -5.626
H 4.003 -1.817 -5.926
H 4.537 0.014 -4.315
H 2.940 0.462 -2.455
H -2.113 -3.810 -2.856
H -1.904 -3.617 -1.119
H -4.295 -2.664 -2.933
H -5.493 -0.482 -2.880
H -4.278 1.537 -2.044
H -1.928 1.267 -1.255
H 0.173 -6.388 -0.414
H -0.102 -6.614 2.053
H -0.116 -4.539 3.449
H 0.110 -2.343 2.316
C 3.558 0.628 3.151
N 2.878 1.802 3.680
C 2.672 2.081 5.007
C 1.999 3.262 5.066
N 1.810 3.704 3.786
B 1.259 5.107 3.367
N -0.054 4.981 2.478
C -0.911 6.049 2.458
C -1.907 5.781 1.579
N -1.664 4.539 1.060
C -2.573 3.871 0.127
C -0.524 4.083 1.613
S 0.149 2.432 1.278
C 2.355 2.812 2.963
S 2.239 2.944 1.235
H 3.463 -0.180 3.870
H 4.611 0.845 2.984
H 3.090 0.337 2.214
H 3.021 1.427 5.786
H 1.650 3.824 5.913
H 0.933 5.676 4.365
H 2.090 5.672 2.718
H -0.739 6.912 3.076
H -2.771 6.353 1.291
H -3.547 4.340 0.235
H -2.655 2.822 0.392
H -2.216 3.994 -0.893
O -2.200 1.288 1.935
Cl -2.227 -0.138 1.546
O -0.738 -0.498 1.326
O -2.660 -0.963 2.645
O -0.230 2.150 -0.115

## Properties
Molar mass = 747.688 g/mol
Energy above the lowest of the compared OMol25 structures with the same formula, charge and spin = 0.0 kJ/mol
LUMO = -5.213 eV
Net charge = +2

***

Here is C19H34F6OP2Pb as an isolated structure from the OMol25 dataset. Energies are from ωB97M-V/def2-TZVPD.

Atoms and positions in Å:
P -0.401 -2.166 -2.015
P -0.423 2.053 -2.379
C -1.142 -0.668 -2.693
C -0.197 0.402 -3.186
H -1.799 -0.305 -1.915
H -1.796 -0.897 -3.521
H 0.861 0.085 -3.188
H -0.393 0.523 -4.228
C -2.165 2.358 -2.629
H -2.629 2.410 -1.629
H -2.667 1.556 -3.204
H -2.321 3.326 -3.140
C 0.556 3.428 -3.112
H 0.269 3.685 -4.157
H 1.651 3.221 -3.091
H 0.378 4.333 -2.502
C -1.418 -3.547 -2.735
H -1.360 -4.456 -2.107
H -1.075 -3.848 -3.760
H -2.480 -3.285 -2.845
C 1.265 -2.575 -2.589
H 1.749 -1.789 -3.146
H 1.259 -3.472 -3.187
H 1.863 -2.785 -1.709
Pb 1.415 0.736 -1.098
C 0.704 1.862 -5.802
C -0.638 1.913 -5.727
C -1.528 1.007 -6.508
C -0.984 -0.426 -6.759
C -0.156 -1.069 -5.705
C 1.182 -0.938 -5.573
C 2.004 -0.180 -6.549
C 1.444 1.247 -6.902
C 0.008 -1.682 -0.203
H 1.352 2.382 -5.088
H -1.173 2.681 -5.176
H -1.728 1.417 -7.505
H -2.510 0.929 -6.018
H -1.850 -1.073 -6.920
H -0.395 -0.422 -7.684
H -0.664 -1.862 -5.150
H 1.750 -1.658 -4.998
H 2.007 -0.756 -7.490
H 3.051 -0.097 -6.190
H 2.326 1.850 -7.161
H 0.827 1.156 -7.797
H 0.545 -1.040 0.553
H 0.450 -2.600 0.079
H -1.008 -1.465 0.112
C 0.428 2.352 2.870
C -0.632 1.808 1.910
O -0.151 1.187 0.792
C -1.540 0.835 2.779
F -2.118 1.472 3.852
F -2.508 0.221 2.068
F -0.783 -0.161 3.318
C -1.487 3.021 1.388
F -2.059 3.749 2.396
F -0.676 3.881 0.707
F -2.460 2.642 0.516
H 1.004 1.509 3.270
H -0.092 2.877 3.676
H 1.096 3.044 2.323

## Properties
Molar mass = 661.616 g/mol
LUMO = 0.039 eV

***

Here is C3H5N3 in the gas phase from the OMol25 dataset. Energies are from ωB97M-V/def2-TZVPD.

Atoms and positions in Å:
N -1.992 -0.394 0.320
C -0.616 -0.209 0.158
C 0.107 1.015 0.085
C 1.397 0.629 -0.169
N 1.409 -0.720 -0.197
N 0.185 -1.254 0.029
H -2.544 0.308 -0.157
H -2.265 -1.316 -0.001
H -0.174 2.015 0.365
H 2.274 1.226 -0.374
H 2.218 -1.300 -0.059

## Properties
Molar mass = 83.094 g/mol
Energy above the lowest of the compared OMol25 structures with the same formula, charge and spin = 54.3 kJ/mol
SMILES = Nc1cc[nH]n1
LUMO = 1.136 eV

***

Here is C25H41F3O2P2Rh as an isolated structure from the OMol25 dataset. Energies are from ωB97M-V/def2-TZVPD.

Atoms and positions in Å:
Rh 1.233 -1.119 1.205
C -0.547 -1.256 2.345
C -0.365 -2.377 1.469
C 1.460 -2.256 2.897
C 0.554 -1.205 3.247
C 0.870 -3.011 1.821
C -1.732 -0.348 2.412
H -2.423 -0.474 1.566
H -1.392 0.700 2.440
H -2.298 -0.527 3.340
C 0.688 -0.245 4.370
H -0.212 -0.279 4.993
H 0.806 0.769 3.969
H 1.539 -0.494 5.005
C 2.753 -2.543 3.580
H 3.039 -3.586 3.450
H 2.640 -2.328 4.644
H 3.548 -1.894 3.186
C 1.425 -4.287 1.284
H 1.846 -4.869 2.108
H 2.240 -4.128 0.566
H 0.628 -4.862 0.810
C -1.441 -2.904 0.575
H -1.141 -3.843 0.104
H -1.695 -2.188 -0.216
H -2.371 -3.079 1.135
C -2.879 3.983 -0.143
C -4.047 3.345 -0.247
C -4.343 2.182 -1.148
C -3.502 2.158 -2.450
C -2.626 1.039 -2.283
C -1.489 0.991 -1.435
C -1.150 2.145 -0.436
C -1.547 3.584 -0.756
H -5.403 2.179 -1.424
H -3.003 3.112 -2.634
H -4.176 1.238 -0.606
H -1.438 3.814 -1.826
H -2.835 4.853 0.523
H -4.884 3.697 0.369
H -0.784 4.209 -0.251
H -1.541 1.864 0.553
H -1.474 0.024 -0.847
H -0.058 2.128 -0.289
H -4.130 1.947 -3.328
H -3.003 0.079 -2.635
P 0.035 0.525 -2.448
C 0.123 2.107 -3.371
C -0.551 -0.603 -3.736
P 1.801 -1.520 -0.791
C 1.602 0.076 -1.771
C 1.003 -2.798 -1.802
C 3.612 -1.733 -1.013
H 1.069 2.622 -3.188
H -0.683 2.792 -3.082
H 0.024 1.938 -4.453
H -0.145 -0.268 -4.700
H -1.642 -0.614 -3.833
H -0.207 -1.625 -3.581
H 3.930 -1.326 -1.985
H 3.873 -2.800 -0.949
H 4.116 -1.152 -0.226
H 1.920 0.869 -1.072
H 2.325 0.055 -2.604
H 0.992 -3.756 -1.280
H 1.559 -2.928 -2.740
H -0.035 -2.533 -2.029
F 2.746 4.019 1.837
C 3.248 2.866 1.345
F 3.595 3.063 0.037
F 4.397 2.590 2.020
C 2.211 1.700 1.459
O 1.145 1.863 2.076
O 2.595 0.629 0.867

## Properties
Molar mass = 595.449 g/mol
2S+1 = 5
Energy above the lowest of the compared OMol25 structures with the same formula, charge and spin = 0.0 kJ/mol
LUMO (alpha / beta) = -2.202 / -4.599 eV
Net charge = +1

***

Q: Look up the molar mass of the second one.
A: 661.616 g/mol

***

Repeat the third record exactly.
Here is C3H5N3 in the gas phase from the OMol25 dataset. Energies are from ωB97M-V/def2-TZVPD.

Atoms and positions in Å:
N -1.992 -0.394 0.320
C -0.616 -0.209 0.158
C 0.107 1.015 0.085
C 1.397 0.629 -0.169
N 1.409 -0.720 -0.197
N 0.185 -1.254 0.029
H -2.544 0.308 -0.157
H -2.265 -1.316 -0.001
H -0.174 2.015 0.365
H 2.274 1.226 -0.374
H 2.218 -1.300 -0.059

## Properties
Molar mass = 83.094 g/mol
Energy above the lowest of the compared OMol25 structures with the same formula, charge and spin = 54.3 kJ/mol
SMILES = Nc1cc[nH]n1
LUMO = 1.136 eV

***

Q: What is the formula in the second record?
A: C19H34F6OP2Pb